Entry from the Open Molecules 2025 dataset: a cluster of 10 separate species, C4H27O10 in total at a distorted geometry (the ωB97M-V functional and the def2-TZVPD basis).

Computed properties:
energy: -921.098079 a.u.
net charge: -1
frontier orbital gap: 10.28 eV
LUMO: 3.17 eV
energy relative to the best compared isomer or geometry (same formula, charge and spin): 0.000 eV

Cartesian coordinates (Å):
C (-0.851724, 2.087873, 0.613151)
O (-1.531876, 1.209051, 1.504775)
C (0.006875, 1.261083, -0.352625)
C (0.701165, 2.162824, -1.391711)
C (1.244058, 1.284479, -2.532155)
H (-1.652107, 2.644021, 0.103977)
H (-0.235286, 2.780464, 1.229794)
H (-0.620964, 0.489026, -0.858022)
H (0.808417, 0.654549, 0.290277)
H (1.525649, 2.729303, -0.877099)
H (0.015388, 2.909198, -1.788637)
H (1.950992, 1.806552, -3.160410)
H (0.377575, 0.904300, -3.154418)
H (1.761036, 0.339156, -2.111941)
H (3.025998, -1.146248, -0.984296)
H (2.673824, -1.028532, 0.467102)
O (3.413272, -0.779400, -0.137982)
H (-2.013037, 0.916858, -2.537125)
H (-3.025447, 0.228635, -1.623242)
O (-2.603776, 0.206453, -2.503623)
H (-1.336606, -1.846304, -0.861140)
H (-1.751063, -1.292987, -2.175826)
O (-1.286196, -2.028835, -1.777401)
H (1.448710, -2.299268, 1.769507)
H (0.625117, -0.573654, 2.370896)
O (1.247818, -1.449266, 1.316633)
H (2.207920, -0.258854, 1.972949)
H (3.395548, 0.723810, 1.522287)
O (2.791914, 0.541824, 2.269094)
H (-3.351771, -0.808415, 0.203037)
H (-2.816055, 0.528256, 0.604828)
O (-3.486311, 0.130026, 0.012240)
H (-0.334644, -1.551242, 0.938062)
H (-1.406376, -0.503672, 1.114717)
O (-1.299070, -1.370107, 0.819902)
H (0.931111, 0.765767, 3.137108)
H (-0.855433, 0.801352, 2.169181)
O (0.192565, 0.108009, 3.044252)
H (0.442706, -2.091735, -1.593733)
H (1.313323, -1.928168, -0.295371)
O (1.348313, -2.151472, -1.284444)

Forces on the atoms, in the same order (eV/Å):
C 0.2330 -0.6760 0.4238
O 0.0720 0.1690 0.8160
C 1.0835 -0.3815 0.8886
C 0.9958 -0.6860 0.5936
C -0.3133 -1.6778 0.5083
H 0.3835 0.0771 -0.0781
H -0.2421 -0.1584 -0.6022
H 0.4222 0.5980 0.3777
H -1.6146 1.3666 -1.5407
H -0.6168 -0.4841 -0.5166
H -0.2137 0.1191 -0.0307
H 0.1210 0.1581 -0.3130
H 0.9775 0.3937 0.5144
H -0.8205 1.5665 -0.6128
H 0.6881 0.5351 1.0660
H 0.6118 0.1153 -0.2488
O -0.5816 -0.5388 -1.1793
H 1.3661 1.6698 -0.0303
H -0.0508 0.1804 0.3651
O -1.4795 -1.4410 -0.6721
H -0.2439 0.3372 2.1126
H -0.2612 0.5303 -0.5185
O 0.2382 -1.2336 -1.9011
H -0.1227 0.8194 -0.3939
H -0.8048 0.5209 0.8414
O 0.3794 -1.2558 0.9423
H 1.6044 1.4500 0.2535
H -0.5729 -0.3870 0.3952
O -0.5111 -0.7538 -0.4737
H -0.0978 -0.0481 -0.1428
H -0.1200 0.3879 0.0516
O -0.3606 -0.2707 0.1409
H -0.0887 0.0502 0.1531
H -0.2221 2.3219 0.6841
O 0.0432 -3.1411 -0.6919
H -0.7969 -0.7621 -0.0028
H -0.4208 0.4853 -0.2989
O 1.2292 0.3412 -0.3271
H -0.6697 0.0276 -0.3675
H -0.2648 -0.4178 -1.5762
O 1.0421 0.0930 1.3904

---

Entry from the Open Molecules 2025 dataset: the ion C4H5N2 with charge +1 at a distorted geometry (the ωB97M-V functional and the def2-TZVPD basis).

Computed properties:
energy: -264.398232 a.u.
net charge: +1
frontier orbital gap (spin up / spin down): 10.23 / 8.39 eV
LUMO (spin up / spin down): -4.86 / -8.13 eV
energy relative to the best compared isomer or geometry (same formula, charge and spin): 3.367 eV
spin multiplicity: 3

Cartesian coordinates (Å):
C (0.762661, 1.734676, 0.305909)
C (2.129723, -0.060832, -0.894406)
C (0.315397, 0.563935, -0.046476)
C (-0.757265, -0.341739, 0.185901)
N (1.947495, 2.095173, -0.313404)
N (2.475979, 1.083240, -0.766910)
H (0.063652, 2.447049, 0.935221)
H (2.611190, -0.929321, -1.156673)
H (-0.407444, -1.067900, 0.950869)
H (-1.173753, -0.635256, -0.775946)
H (-1.406327, 0.285967, 0.732409)

Forces on the atoms, in the same order (eV/Å):
C -0.8578 3.9852 0.6120
C -2.7295 0.4139 1.2563
C 1.1574 -3.2223 -0.4491
C 1.1066 -0.2489 0.2145
N -1.3452 2.5916 2.4261
N 2.3929 0.0949 -1.6076
H 1.9220 -1.1543 -1.5097
H 0.7033 -2.0730 -0.8307
H -0.3935 -0.3555 -1.0113
H -0.3004 -0.7049 0.3550
H -1.6559 0.6732 0.5445

---

Entry from the Open Molecules 2025 dataset: a cluster of 2 separate species, C4H12NO in total at a distorted geometry (the ωB97M-V functional and the def2-TZVPD basis).

Computed properties:
energy: -289.444461 a.u.
net charge: 0
frontier orbital gap (spin up / spin down): 3.92 / 10.31 eV
LUMO (spin up / spin down): 0.66 / 0.45 eV
energy relative to the best compared isomer or geometry (same formula, charge and spin): 2.331 eV
spin multiplicity: 2

Cartesian coordinates (Å):
C (0.164081, -1.813522, -2.278019)
C (0.661851, -0.412694, -1.990957)
C (0.443150, -0.023853, -0.514783)
C (-0.180922, 1.073917, -0.109214)
N (-0.135707, 1.660358, 1.222237)
H (-0.048815, -2.376993, -1.363302)
H (0.919495, -2.352533, -2.852165)
H (-0.784754, -1.884516, -2.814896)
H (0.093835, 0.320722, -2.563689)
H (1.740104, -0.331936, -2.111586)
H (1.083227, -0.571884, 0.174339)
H (-0.875224, 1.615123, -0.739065)
H (-0.730332, 2.515054, 1.289389)
H (-0.392814, 1.051284, 2.012101)
H (0.870948, 1.965567, 1.451996)
H (-0.356431, -0.570051, 4.050732)
H (-1.703891, -0.013715, 3.626194)
O (-0.767801, 0.149674, 3.510688)

Forces on the atoms, in the same order (eV/Å):
C -0.0541 -0.9625 -0.0804
C -1.2292 0.6658 1.7595
C 1.4156 0.1616 -0.3953
C -1.5279 -0.1922 -0.1710
N 0.7635 -0.0812 0.1399
H 0.3959 0.0510 0.0253
H -0.2097 -0.2080 -0.0091
H 0.1516 0.4197 -0.1906
H 0.4971 0.0673 -0.3917
H -0.0538 0.1258 -0.5133
H -0.3003 -0.0936 0.1426
H 0.3510 0.1170 -0.2398
H -0.1594 -0.0050 -0.0438
H -0.0575 -0.1335 -0.1814
H 0.0946 0.0941 0.0918
H -0.1909 0.9117 -0.7063
H -0.5518 0.1184 -0.0714
O 0.6654 -1.0565 0.8350

---

Entry from the Open Molecules 2025 dataset: a cluster of 2 separate species, C4H4FNO3 in total at a distorted geometry (the ωB97M-V functional and the def2-TZVPD basis).

Computed properties:
energy: -534.939802 a.u.
net charge: 0
frontier orbital gap (spin up / spin down): 6.89 / 6.90 eV
LUMO (spin up / spin down): -2.04 / -2.04 eV
energy relative to the best compared isomer or geometry (same formula, charge and spin): 3.013 eV

Cartesian coordinates (Å):
C (0.387539, -0.656580, 0.106664)
C (0.245142, 0.746305, 0.076910)
C (-0.797668, -1.226915, -0.246627)
C (-0.983275, 1.121744, -0.313719)
N (-1.689892, -0.148345, -0.489079)
O (-1.368469, -2.477317, -0.283354)
O (-1.598981, 2.279687, -0.467829)
O (-2.925856, -0.199356, -0.732517)
F (-3.733893, -0.072443, 0.921938)
H (1.209490, -1.311152, 0.250544)
H (1.044053, 1.369735, 0.231641)
H (-0.625490, -2.963879, -0.592942)
H (-1.569502, 2.822983, 0.286895)

Forces on the atoms, in the same order (eV/Å):
C -1.7790 -2.8295 -0.7708
C -0.8037 0.6477 -0.7602
C -1.3064 0.6180 0.8744
C 0.5070 -1.7926 0.9227
N -1.8729 1.4379 -0.7139
O 0.6457 2.0522 0.0085
O -0.5681 -0.8170 -2.0661
O 0.9939 -0.1723 1.9985
F 0.8771 -0.1331 -1.5991
H 0.9762 0.1950 0.4414
H 1.5846 1.5860 0.4480
H 0.6725 -1.6645 -0.4233
H 0.0730 0.8723 1.6399

---

Entry from the Open Molecules 2025 dataset: a cluster of 15 separate species, H28O18S in total at a distorted geometry (the ωB97M-V functional and the def2-TZVPD basis).

Computed properties:
energy: -1769.419789 a.u.
net charge: -2
frontier orbital gap: 9.43 eV
LUMO: 5.14 eV
energy relative to the best compared isomer or geometry (same formula, charge and spin): 3.230 eV

Cartesian coordinates (Å):
S (0.045952, 0.341818, -0.064162)
O (1.153440, 0.843055, -0.816695)
O (-0.297960, 1.316959, 0.993601)
O (-1.068107, 0.110011, -0.950671)
O (0.525235, -0.935188, 0.438267)
O (2.946885, 2.601163, -0.829885)
H (2.720447, 2.804479, -1.735029)
H (2.308696, 1.881279, -0.642514)
O (2.810437, -2.086439, 0.682128)
H (1.970669, -1.582700, 0.634655)
H (2.679254, -2.957694, 0.323263)
O (-2.725785, 1.591605, 1.794998)
H (-1.874971, 1.540219, 1.429825)
H (-2.601171, 2.464881, 2.194957)
O (1.415561, 0.343463, -3.439881)
H (1.479748, 0.627444, -2.511097)
H (2.106918, 0.857686, -3.959732)
O (3.206347, -0.633139, -1.458002)
H (2.458013, -0.105634, -1.192132)
H (3.201221, -1.222771, -0.670993)
O (0.709403, 2.506499, 2.966287)
H (1.607793, 2.289043, 2.914249)
H (0.254589, 1.935586, 2.339380)
O (0.350513, -1.579447, 3.099985)
H (1.115663, -1.080325, 3.374920)
H (0.310561, -1.322127, 2.200877)
O (-3.697367, -0.039312, -0.669167)
H (-2.756031, 0.038084, -0.829872)
H (-4.007431, 0.757488, -0.221931)
O (-1.424828, -0.973232, -3.258396)
H (-1.963896, -1.786081, -3.259444)
H (-1.480658, -0.694264, -2.294288)
O (-0.425689, -3.057816, -0.306073)
H (0.017891, -2.210683, -0.109588)
H (-0.064405, -3.373186, -1.135996)
O (-0.005052, 3.788951, 0.476437)
H (0.113708, 2.925537, 0.902987)
H (0.340029, 4.359534, 1.157116)
O (0.355522, -4.031723, 2.066708)
H (0.566148, -3.320084, 2.653497)
H (-0.008105, -3.739520, 1.252113)
O (-2.435745, -1.641716, 1.352864)
H (-1.862260, -2.305284, 0.943525)
H (-2.990151, -1.376019, 0.633566)
O (-1.983875, 2.297738, -2.047385)
H (-1.821462, 1.377897, -1.748472)
H (-1.275693, 2.453964, -2.674796)

Forces on the atoms, in the same order (eV/Å):
S -0.4675 1.3124 0.4176
O 1.2128 1.5982 -1.2716
O 0.0698 -1.9195 -0.5521
O -1.1875 -0.4331 0.0762
O 0.0329 -1.0538 2.0688
O 0.5429 0.2208 0.1988
H -0.0242 0.2549 -0.2839
H 0.2425 0.5093 0.1840
O 0.8374 0.1545 0.8216
H -0.0340 -0.4392 0.0147
H -0.4927 -0.4179 -0.0173
O -2.4180 1.2503 1.4276
H 2.1632 -1.0396 -1.3535
H -0.6474 -0.0667 0.1161
O 1.1245 1.2633 -1.7230
H -0.1049 -0.0359 -0.4448
H -1.2910 -1.0619 1.3649
O 0.9273 -0.9662 0.3123
H -0.3392 0.5349 -0.2704
H 0.7206 0.0981 -0.6383
O -1.4178 1.2326 1.4384
H 1.9381 -0.5148 -0.2488
H 0.0003 -0.6060 -0.1148
O 0.2820 -0.2340 2.0442
H 0.3824 0.1840 0.5028
H -0.6664 0.4595 -2.0240
O -1.4992 -0.4999 -0.1773
H 0.3558 0.3876 0.3839
H 0.5940 -0.0733 0.0583
O -0.8989 -0.7352 0.9819
H 0.3055 0.5286 -0.1383
H 0.6029 -0.3570 -1.5991
O -0.5601 -1.2258 -0.5575
H -0.0182 0.4371 -0.1531
H -0.0320 0.0400 -0.1289
O -0.0744 0.5157 0.0078
H -0.1877 0.1927 -0.8093
H 0.2228 0.5000 0.2150
O 0.7018 -2.6807 1.1027
H -0.1216 1.0949 0.2027
H -0.4621 0.7827 -1.1702
O 0.7236 -0.8437 0.7543
H -0.1053 0.0626 0.1567
H -0.8004 0.7122 -0.7359
O -0.3975 -0.0460 -0.1804
H 0.1085 0.9509 -0.2381
H 0.1564 -0.0276 -0.0204

---

Entry from the Open Molecules 2025 dataset: the molecule C23H20N4OS at a distorted geometry (the ωB97M-V functional and the def2-TZVPD basis).

Computed properties:
energy: -1580.955808 a.u.
net charge: 0
frontier orbital gap: 7.92 eV
LUMO: 0.40 eV
energy relative to the best compared isomer or geometry (same formula, charge and spin): 0.000 eV
SMILES string: O=C(Cc1sc(Nc2ccccc2)nc1-c1ccccc1)NCc1ccccn1

Cartesian coordinates (Å):
O (-2.236060, -2.970620, 0.423919)
C (-2.162045, -2.035754, -0.347172)
N (-2.983249, -0.976225, -0.302650)
H (-2.897135, -0.183470, -0.926924)
C (-4.019920, -0.834155, 0.687670)
C (-4.813757, 0.415668, 0.431238)
N (-4.407263, 1.186268, -0.568365)
C (-5.071401, 2.299560, -0.828355)
C (-6.179989, 2.707916, -0.107102)
C (-6.608996, 1.904146, 0.939855)
C (-5.916966, 0.739117, 1.216941)
H (-6.218891, 0.087303, 2.022266)
H (-7.470143, 2.183050, 1.529384)
H (-6.692861, 3.623604, -0.354892)
H (-4.689257, 2.883557, -1.655494)
H (-4.676200, -1.713443, 0.663993)
H (-3.579864, -0.794219, 1.694053)
C (-1.103776, -1.941803, -1.451525)
C (-0.040823, -0.980881, -1.051098)
C (1.195944, -1.206157, -0.515681)
N (1.954510, -0.084479, -0.314500)
C (1.351322, 0.994853, -0.645807)
N (1.807731, 2.265067, -0.563166)
C (3.045524, 2.708114, -0.108118)
C (3.309862, 4.075970, -0.169020)
C (4.523627, 4.569800, 0.266929)
C (5.487208, 3.710338, 0.768374)
C (5.223410, 2.352214, 0.831937)
C (4.012682, 1.844691, 0.399098)
H (3.801077, 0.789925, 0.449517)
H (5.968878, 1.676426, 1.224036)
H (6.435795, 4.097936, 1.107439)
H (4.717424, 5.630999, 0.213893)
H (2.558996, 4.748937, -0.560378)
H (1.178496, 2.981432, -0.896594)
S (-0.283797, 0.737059, -1.289244)
C (1.797656, -2.499011, -0.191592)
C (1.060512, -3.553240, 0.343214)
C (1.683114, -4.755989, 0.627419)
C (3.037671, -4.920452, 0.393315)
C (3.778929, -3.868061, -0.119573)
C (3.165358, -2.665025, -0.407542)
H (3.734521, -1.839950, -0.808794)
H (4.838430, -3.986961, -0.295573)
H (3.516983, -5.862430, 0.617410)
H (1.103297, -5.567946, 1.041244)
H (0.011252, -3.435011, 0.563507)
H (-1.580971, -1.608755, -2.375613)
H (-0.666866, -2.929891, -1.601884)

Forces on the atoms, in the same order (eV/Å):
O -0.0622 -0.3275 0.3008
C 0.1968 0.0556 -0.5271
N -0.4058 0.3974 0.0264
H 0.0253 -0.1651 -0.0081
C 0.1824 -0.4154 0.2044
C -0.1319 0.0605 0.0610
N 0.2609 -0.2569 -0.0220
C -0.2608 0.3751 -0.0486
C 0.0535 -0.0564 -0.0059
C 0.0986 -0.0791 -0.0223
C 0.0479 0.0860 -0.1173
H -0.0274 -0.0759 0.0850
H -0.0551 0.0125 0.0422
H -0.0227 0.0802 -0.0424
H -0.0598 0.1194 -0.0416
H 0.0590 0.1269 0.0719
H -0.1125 -0.0332 -0.0975
C -0.1447 -0.1336 0.2390
C 0.4560 0.2200 0.0493
C -1.0088 0.1393 -0.4088
N 0.7406 0.3173 0.2893
C -1.1199 -0.3305 -0.4735
N -0.2574 0.5733 -0.1377
C 0.3953 0.0975 0.1481
C -0.0292 -0.0560 -0.0067
C -0.0367 0.0095 -0.0130
C 0.1553 -0.0100 0.0637
C 0.0525 0.2116 -0.0048
C -0.0790 -0.1875 0.0008
H 0.0534 0.0063 0.0209
H 0.0494 -0.0680 0.0316
H 0.0801 0.0347 0.0294
H 0.0046 0.0804 -0.0078
H -0.0754 0.0723 -0.0434
H 0.1547 -0.1399 0.0778
S 0.7073 -0.2654 0.2702
C 0.1340 -0.2896 0.0733
C 0.0460 0.1089 -0.0463
C 0.0326 -0.1455 0.0075
C -0.0128 -0.0832 0.0407
C 0.0881 -0.0130 -0.0222
C -0.0494 0.0082 -0.0238
H 0.0525 0.0652 -0.0151
H 0.0726 -0.0081 -0.0187
H 0.0321 -0.0661 0.0240
H -0.0457 -0.0617 0.0435
H -0.1317 0.0324 0.0138
H 0.0144 -0.0914 -0.0511
H -0.1173 0.0684 -0.0093